1.
Molecular formula: C4H9NO
Method: DFT, wB97M-V/def2-TZVPD

Last column: Mulliken charge in e.
Atoms and positions in Å:
1 C -0.570 0.502 -1.683  -1.27
2 C -0.529 0.500 -0.129  0.31
3 C -0.495 -0.913 0.410  -0.48
4 C 0.678 -1.341 1.174  -0.27
5 O 1.450 -0.490 1.912  -0.62
6 N 0.691 1.205 0.260  -0.79
7 H -0.577 1.450 -2.116  0.37
8 H 0.324 -0.002 -2.017  0.32
9 H -1.419 -0.075 -2.049  0.35
10 H -1.371 1.027 0.226  0.37
11 H -1.459 -1.208 0.787  0.40
12 H 0.938 -1.092 0.085  0.32
13 H 0.725 -2.366 1.522  0.39
14 H 0.481 2.223 0.532  0.22
15 H 1.132 0.581 1.087  0.39

* Kohn-Sham gap: 6.7 eV
* E_HOMO: -8.35 eV
* lowest unoccupied orbital energy: -1.6 eV
* max |F|: 4.965 eV/Å

2.
Molecular formula: C39H30Cl3DyN8OS2
Method: DFT, wB97M-V/def2-TZVPD

Last column: Mulliken charge in e.
Atoms and positions in Å:
1 Dy 1.030 -0.187 0.103  0.22
2 C 1.275 3.940 -1.661  -0.98
3 C 1.070 3.603 -3.012  -0.42
4 C 0.527 2.398 -3.365  -0.57
5 C 0.160 1.501 -2.339  0.33
6 N 0.436 1.795 -1.052  0.25
7 C 0.949 3.007 -0.720  -0.46
8 N -0.409 0.286 -2.621  0.42
9 C -1.396 -0.400 -1.793  2.42
10 N -0.739 -1.313 -0.838  -0.65
11 C -1.217 -1.096 0.399  0.48
12 N -0.450 -1.544 1.384  -0.62
13 C -0.398 -0.787 2.582  0.62
14 C -0.847 -1.217 3.821  -1.12
15 C -0.650 -0.364 4.894  -0.28
16 C 0.001 0.854 4.708  -0.93
17 C 0.463 1.176 3.448  -0.40
18 N 0.263 0.362 2.402  0.50
19 C -2.250 -0.036 0.392  0.64
20 C -3.032 0.511 1.404  -0.63
21 C -3.854 1.575 1.075  -0.81
22 C -3.877 2.089 -0.224  -1.04
23 C -3.106 1.530 -1.233  -0.43
24 C -2.299 0.454 -0.908  0.08
25 H 1.684 4.894 -1.365  0.49
26 H 1.337 4.310 -3.787  0.50
27 H 0.358 2.111 -4.392  0.63
28 H 1.104 3.185 0.338  0.52
29 H -1.334 -2.176 3.920  0.57
30 H -0.996 -0.642 5.880  0.48
31 H 0.164 1.533 5.531  0.46
32 H 1.012 2.089 3.261  0.45
33 H -3.011 0.129 2.416  0.54
34 H -4.480 2.024 1.833  0.47
35 H -4.512 2.936 -0.444  0.48
36 H -3.129 1.947 -2.231  0.48
37 Cl 3.508 2.271 -5.460  -0.17
38 C 4.201 1.212 -4.279  0.18
39 C 5.573 1.180 -4.104  -1.04
40 C 6.103 0.287 -3.189  -0.38
41 C 5.316 -0.561 -2.407  -0.46
42 C 6.054 -1.488 -1.466  -0.20
43 C 6.362 -0.825 -0.116  -1.42
44 N 5.139 -0.666 0.657  0.37
45 C 4.565 -1.642 1.428  -0.44
46 C 3.332 -1.188 1.765  -0.42
47 N 3.135 0.064 1.192  -0.26
48 C 4.251 0.334 0.535  -0.46
49 O 5.343 -2.685 -1.291  -0.07
50 C 6.175 -3.845 -1.153  -0.65
51 C 5.286 -5.036 -1.045  0.05
52 C 5.485 -6.221 -1.684  0.58
53 Cl 6.762 -6.604 -2.764  -0.21
54 S 4.310 -7.398 -1.297  -0.16
55 C 3.488 -6.294 -0.285  -0.47
56 C 4.116 -5.090 -0.228  -0.55
57 C 3.943 -0.448 -2.606  1.11
58 Cl 2.751 -1.438 -1.691  -0.05
59 C 3.366 0.390 -3.539  -0.63
60 H 6.215 1.817 -4.695  0.47
61 H 7.180 0.232 -3.088  0.49
62 H 7.028 -1.690 -1.929  0.69
63 H 6.809 0.158 -0.258  0.49
64 H 7.053 -1.427 0.474  0.50
65 H 5.089 -2.547 1.677  0.63
66 H 2.595 -1.650 2.406  0.49
67 H 4.448 1.226 -0.039  0.52
68 H 6.802 -3.742 -0.257  0.30
69 H 6.840 -3.926 -2.018  0.49
70 H 2.591 -6.597 0.229  0.45
71 H 3.755 -4.255 0.353  0.27
72 H 2.300 0.345 -3.731  0.36
73 S 0.015 -0.575 -4.116  -0.34
74 C -2.256 -1.218 -2.771  -0.83
75 N -2.285 -2.537 -2.587  0.10
76 C -3.026 -3.389 -3.331  -0.37
77 C -3.870 -2.882 -4.276  -0.59
78 C -3.931 -1.494 -4.444  -0.65
79 C -3.128 -0.663 -3.701  -0.49
80 H -1.615 -2.900 -1.913  0.25
81 H -2.901 -4.438 -3.113  0.47
82 H -4.473 -3.552 -4.870  0.45
83 H -4.601 -1.073 -5.181  0.49
84 H -3.119 0.403 -3.863  0.43

* Kohn-Sham gap (spin up / spin down): 6.0 / 6.1 eV
* E_HOMO (spin up / spin down): -11.49 / -11.49 eV
* lowest unoccupied orbital energy (spin up / spin down): -5.5 / -5.4 eV
* total charge: +2
* multiplicity: 6
* max |F|: 1.044 eV/Å

3.
Molecular formula: C8H24AgFO8
Method: DFT, wB97M-V/def2-TZVPD

Last column: Mulliken charge in e.
Atoms and positions in Å:
1 Ag 8.997 4.631 14.154  0.82
2 F 11.579 1.561 15.819  -0.81
3 C 7.470 5.070 20.151  -0.37
4 C 6.475 4.646 21.283  -0.35
5 O 5.261 3.984 20.781  -0.53
6 O 6.787 5.939 19.196  -0.55
7 H 7.964 4.215 19.691  0.27
8 H 8.350 5.599 20.519  0.29
9 H 6.087 5.481 21.867  0.29
10 H 6.986 3.956 21.954  0.32
11 H 4.819 3.649 21.564  0.30
12 H 5.899 5.671 18.948  0.33
13 C 4.144 0.267 16.379  -0.58
14 C 3.929 1.228 15.195  -0.19
15 O 5.071 1.327 14.360  -0.52
16 O 4.197 -1.137 16.073  -0.51
17 H 3.406 0.298 17.181  0.32
18 H 5.137 0.424 16.800  0.38
19 H 3.774 2.259 15.513  0.28
20 H 3.052 0.881 14.651  0.21
21 H 5.530 0.489 14.270  0.29
22 H 5.031 -1.265 15.615  0.31
23 C 8.275 10.622 11.111  -0.35
24 C 7.400 11.850 10.684  -0.30
25 O 7.954 12.395 9.477  -0.52
26 O 7.768 10.165 12.384  -0.54
27 H 9.350 10.778 11.190  0.27
28 H 8.265 9.878 10.314  0.28
29 H 7.504 12.667 11.398  0.31
30 H 6.367 11.564 10.483  0.24
31 H 7.506 13.217 9.264  0.30
32 H 7.714 10.850 13.055  0.31
33 C 14.831 6.167 14.638  -0.43
34 C 14.692 6.324 13.074  -0.36
35 O 14.075 5.256 12.420  -0.54
36 O 13.676 5.982 15.312  -0.51
37 H 15.483 6.971 14.979  0.35
38 H 15.464 5.290 14.773  0.30
39 H 15.683 6.438 12.633  0.31
40 H 14.008 7.122 12.785  0.23
41 H 14.632 4.475 12.401  0.31
42 H 13.355 5.112 15.062  0.34

* Kohn-Sham gap: 3.8 eV
* E_HOMO: -7.39 eV
* lowest unoccupied orbital energy: -3.6 eV
* max |F|: 3.639 eV/Å

4.
Molecular formula: C15H53N2O12
Method: DFT, wB97M-V/def2-TZVPD

Last column: Mulliken charge in e.
Atoms and positions in Å:
1 N -1.093 -2.342 4.433  -0.56
2 C -1.693 -2.001 3.112  -0.87
3 C -0.730 -1.426 2.109  0.08
4 N -0.138 -2.616 1.361  -0.58
5 C 0.412 -0.730 2.768  -0.94
6 C 0.700 0.595 2.077  0.07
7 O -0.144 1.412 1.963  -0.40
8 H -0.593 -3.214 4.353  0.12
9 H -1.855 -2.521 5.076  0.24
10 H -2.550 -1.367 3.290  0.36
11 H -2.073 -2.917 2.665  0.29
12 H 0.612 -2.217 0.816  0.25
13 H -0.819 -2.837 0.651  0.20
14 H 0.219 -0.471 3.806  0.37
15 H 1.343 -1.310 2.705  0.18
16 H 1.712 0.823 1.689  0.40
17 C -1.219 2.894 -1.522  -0.51
18 O -1.725 1.808 -0.769  -0.33
19 H -1.299 2.643 -2.581  0.11
20 H -1.808 3.797 -1.322  0.26
21 H -0.170 3.081 -1.274  0.28
22 H -1.641 2.041 0.167  0.20
23 C 0.242 0.950 -3.823  -0.71
24 O 0.307 0.502 -2.473  -0.35
25 H 1.249 1.222 -4.129  0.22
26 H -0.128 0.152 -4.474  0.29
27 H -0.406 1.826 -3.913  0.28
28 H -0.590 0.285 -2.179  0.22
29 C 3.179 -0.990 -3.321  0.37
30 O 3.831 -0.247 -2.296  -0.54
31 H 3.866 -1.748 -3.685  -0.10
32 H 2.287 -1.476 -2.921  -0.16
33 H 2.903 -0.333 -4.149  0.11
34 H 3.203 0.411 -1.976  0.30
35 C -5.197 4.472 -1.301  -0.61
36 O -5.004 3.674 -2.466  -0.53
37 H -5.921 5.251 -1.529  0.28
38 H -5.576 3.855 -0.484  0.31
39 H -4.255 4.939 -1.004  0.25
40 H -4.360 2.993 -2.237  0.30
41 C 2.993 3.398 3.390  -0.44
42 O 2.066 3.290 4.467  -0.58
43 H 3.861 3.950 3.738  0.26
44 H 3.310 2.406 3.060  0.15
45 H 2.540 3.935 2.552  0.26
46 H 1.304 2.798 4.143  0.31
47 C 5.219 -4.205 -3.939  -0.59
48 O 4.717 -3.797 -5.210  -0.52
49 H 5.731 -3.357 -3.491  0.25
50 H 4.400 -4.510 -3.284  0.26
51 H 5.928 -5.030 -4.047  0.30
52 H 4.262 -4.549 -5.600  0.30
53 C -7.460 0.734 -2.427  -0.49
54 O -7.615 1.901 -1.630  -0.49
55 H -7.827 -0.112 -1.852  0.22
56 H -8.039 0.814 -3.353  0.25
57 H -6.408 0.567 -2.672  0.21
58 H -7.280 2.645 -2.144  0.29
59 C 0.050 -3.414 -2.377  -0.59
60 O -0.178 -2.253 -1.595  -0.32
61 H -0.134 -4.279 -1.745  0.25
62 H -0.629 -3.451 -3.236  0.27
63 H 1.085 -3.452 -2.734  0.15
64 H -0.016 -1.470 -2.136  0.29
65 C 5.955 2.549 0.830  -0.52
66 O 5.750 3.763 1.549  -0.48
67 H 5.632 1.729 1.465  0.22
68 H 5.366 2.536 -0.090  0.24
69 H 7.012 2.414 0.586  0.29
70 H 6.033 4.490 0.986  0.27
71 C 0.680 -6.539 3.234  -0.58
72 O 0.507 -5.400 4.059  -0.53
73 H 0.532 -7.424 3.851  0.23
74 H -0.051 -6.545 2.421  0.24
75 H 1.688 -6.566 2.809  0.26
76 H 0.638 -4.621 3.497  0.26
77 C -2.931 3.308 3.473  -0.64
78 O -2.714 2.480 2.347  -0.40
79 H -3.653 4.075 3.196  0.22
80 H -3.335 2.731 4.312  0.26
81 H -2.001 3.795 3.787  0.25
82 H -2.066 1.803 2.601  0.27

* Kohn-Sham gap: 3.5 eV
* E_HOMO: -1.26 eV
* lowest unoccupied orbital energy: 2.2 eV
* total charge: -1
* max |F|: 3.407 eV/Å

5.
Molecular formula: C10H10FN
Method: DFT, wB97M-V/def2-TZVPD

Last column: Mulliken charge in e.
Atoms and positions in Å:
1 C 3.090 0.714 0.744  0.32
2 C -0.856 -2.713 -0.306  -0.06
3 C -0.961 -2.242 1.007  -0.72
4 C -0.287 -2.057 -1.396  -0.98
5 C -0.529 -0.930 1.250  -0.49
6 C 0.046 -0.660 -1.160  -0.03
7 C -0.094 -0.076 0.165  0.87
8 C -0.250 2.584 -0.435  -1.08
9 C 2.294 1.548 -0.048  -0.02
10 C 0.258 1.320 0.428  -0.47
11 N 3.762 0.007 1.373  -0.40
12 F 2.534 2.831 0.252  -0.29
13 H -1.269 -3.726 -0.573  0.26
14 H -1.242 -2.828 1.814  0.45
15 H -0.440 -2.419 -2.379  0.37
16 H -0.735 -0.492 2.181  0.36
17 H 0.622 -0.072 -1.838  0.33
18 H -0.311 2.332 -1.576  0.24
19 H -1.251 2.947 -0.102  0.35
20 H 0.506 3.310 -0.294  0.39
21 H 2.372 1.422 -1.117  0.27
22 H 0.184 1.538 1.541  0.35

* Kohn-Sham gap: 8.9 eV
* E_HOMO: -8.79 eV
* lowest unoccupied orbital energy: 0.1 eV
* max |F|: 4.572 eV/Å

6.
Molecular formula: C34H43Cl5FN4O4PPb
Method: DFT, wB97M-V/def2-TZVPD

Last column: Mulliken charge in e.
Atoms and positions in Å:
1 Pb 0.411 -1.023 1.079  1.10
2 Cl 0.886 -0.417 4.101  -0.30
3 C 2.436 -0.493 3.300  1.21
4 C 2.445 -0.899 1.979  -0.90
5 C 3.658 -1.253 1.414  0.35
6 Cl 3.684 -2.052 -0.120  -0.09
7 C 4.852 -1.058 2.108  0.19
8 Cl 6.347 -1.459 1.385  -0.15
9 C 4.820 -0.541 3.409  0.33
10 Cl 6.276 -0.271 4.258  -0.14
11 C 3.596 -0.288 4.034  0.09
12 Cl 3.530 0.245 5.656  -0.17
13 C -3.657 -3.882 -0.801  -1.82
14 C -2.883 -2.837 -1.556  -0.16
15 C -3.249 -2.483 -2.853  -0.92
16 C -2.527 -1.527 -3.542  -0.61
17 C -2.878 -1.154 -4.957  -1.84
18 C -1.432 -0.911 -2.925  0.05
19 C -1.016 -1.256 -1.639  1.96
20 C -1.786 -2.222 -0.977  0.99
21 N 0.161 -0.720 -1.012  -0.52
22 C 0.892 0.424 -1.647  2.61
23 C 0.002 1.652 -1.929  -1.02
24 C 0.827 2.756 -2.608  -0.24
25 C 1.459 2.215 -3.896  -1.39
26 C 2.407 1.056 -3.566  0.11
27 C 3.497 1.534 -2.611  -1.66
28 C 2.837 2.040 -1.330  0.67
29 C 1.931 3.224 -1.659  0.14
30 C 1.997 0.919 -0.707  -1.32
31 C 1.618 -0.088 -2.917  -1.02
32 H -3.589 -4.847 -1.305  0.51
33 H -4.717 -3.625 -0.748  0.36
34 H -3.280 -4.004 0.215  0.25
35 H -4.100 -2.960 -3.324  0.44
36 H -3.844 -1.564 -5.246  0.43
37 H -2.131 -1.542 -5.651  0.36
38 H -2.914 -0.072 -5.087  0.36
39 H -0.895 -0.190 -3.513  0.64
40 H -1.536 -2.533 0.023  -0.90
41 H -0.389 2.005 -0.969  -0.40
42 H -0.853 1.418 -2.557  1.00
43 H 0.162 3.590 -2.847  0.48
44 H 2.010 3.011 -4.403  0.61
45 H 0.677 1.884 -4.586  0.54
46 H 2.863 0.681 -4.484  0.33
47 H 4.088 2.329 -3.072  0.58
48 H 4.183 0.713 -2.381  0.49
49 H 3.608 2.333 -0.611  0.59
50 H 2.509 4.033 -2.116  0.78
51 H 1.469 3.614 -0.742  -1.51
52 H 1.538 1.296 0.212  -0.16
53 H 2.659 0.091 -0.472  -0.99
54 H 2.290 -0.899 -2.624  0.39
55 H 0.929 -0.504 -3.645  0.65
56 N -4.224 0.053 -0.748  -0.68
57 C -3.248 0.569 0.191  1.12
58 C -3.170 -0.352 1.400  -0.20
59 O -3.973 -1.366 1.367  -0.51
60 O -2.396 -0.170 2.343  -0.72
61 H -4.987 0.691 -0.922  0.25
62 H -4.450 -1.270 0.492  0.51
63 H -3.813 -0.229 -1.631  0.07
64 H -3.492 1.571 0.552  0.69
65 H -2.239 0.635 -0.223  -0.74
66 N 1.778 4.875 1.691  -0.12
67 C 0.323 4.514 1.578  -1.23
68 P 0.186 2.846 2.399  1.35
69 O 1.486 2.759 3.132  -1.04
70 O -0.273 1.794 1.438  -0.64
71 C -1.206 3.063 3.595  -0.73
72 N -1.594 1.705 4.080  0.18
73 H 2.267 4.748 0.803  0.29
74 H 2.158 4.182 2.392  0.37
75 H 1.934 5.830 2.006  0.41
76 H 0.033 4.483 0.531  0.32
77 H -0.267 5.277 2.083  0.56
78 H -2.075 3.499 3.103  0.40
79 H -0.921 3.674 4.450  0.43
80 H -0.792 1.249 4.519  0.25
81 H -1.907 1.079 3.290  -0.05
82 H -2.347 1.749 4.766  0.49
83 F -0.880 -6.965 2.522  -0.32
84 C -0.631 -5.690 2.229  0.26
85 C -1.328 -4.704 2.906  -0.75
86 C -1.068 -3.379 2.593  -0.37
87 C -0.122 -3.085 1.622  -0.04
88 C 0.573 -4.079 0.949  -0.15
89 C 0.315 -5.405 1.259  -0.78
90 H -2.055 -4.982 3.657  0.49
91 H -1.617 -2.594 3.100  0.37
92 H 1.309 -3.849 0.187  0.43
93 H 0.834 -6.214 0.764  0.50

* Kohn-Sham gap (spin up / spin down): 5.9 / 5.9 eV
* E_HOMO (spin up / spin down): -12.78 / -12.78 eV
* lowest unoccupied orbital energy (spin up / spin down): -6.9 / -6.9 eV
* total charge: +2
* max |F|: 1.089 eV/Å